(1)
{
  "formula": "C2ClN5",
  "method": "ωB97M-V/def2-TZVPD",
  "multiplicity": 3,
  "de_lowest_kj_mol": 187.4,
  "total_charge": 0,
  "total_energy_ev": -22038.1467,
  "max_force_ev_per_a": 10.058,
  "species": ["C", "C", "N", "N", "N", "N", "N", "Cl"],
  "coordinates": [[0.285, 1.302, -0.227], [-1.806, -0.609, 0.519], [0.047, 2.365, 0.091], [-1.325, -1.391, 1.221], [0.496, 0.083, -0.627], [2.042, -1.582, -0.462], [1.390, -0.677, -0.481], [-2.556, 0.313, -0.581]]
}

(2)
{
  "formula": "C2F24O6P3PdS2",
  "method": "ωB97M-V/def2-TZVPD",
  "multiplicity": 3,
  "de_lowest_kj_mol": 0.0,
  "total_charge": -3,
  "total_energy_ev": -132615.1196,
  "max_force_ev_per_a": 1.173,
  "species": ["Pd", "C", "F", "F", "F", "S", "O", "O", "O", "C", "F", "F", "F", "S", "O", "O", "O", "P", "F", "F", "F", "F", "F", "F", "P", "F", "F", "F", "F", "F", "F", "P", "F", "F", "F", "F", "F", "F"],
  "coordinates": [[0.399, 0.257, -0.199], [0.330, 0.157, 4.389], [0.601, -1.080, 3.970], [-0.984, 0.261, 4.617], [0.954, 0.327, 5.583], [0.906, 1.457, 3.193], [0.191, 2.624, 3.633], [2.335, 1.503, 3.410], [0.493, 0.906, 1.913], [-1.975, -1.561, -3.570], [-2.044, -2.174, -4.771], [-3.184, -1.015, -3.327], [-1.743, -2.491, -2.640], [-0.647, -0.270, -3.591], [-1.240, 0.818, -4.327], [-0.493, 0.025, -2.172], [0.443, -0.949, -4.232], [1.618, -2.955, 0.014], [1.050, -3.671, 1.331], [1.583, -1.483, 0.817], [3.130, -3.170, 0.535], [2.195, -2.184, -1.292], [1.632, -4.363, -0.777], [0.108, -2.641, -0.490], [2.258, 2.485, -1.029], [3.775, 2.473, -1.548], [2.536, 1.160, -0.081], [2.585, 3.445, 0.190], [0.649, 2.394, -0.539], [1.881, 3.760, -1.937], [1.866, 1.493, -2.245], [-3.044, 0.651, 0.730], [-2.641, 0.803, 2.290], [-1.687, -0.291, 0.491], [-3.888, -0.672, 1.118], [-3.427, 0.442, -0.794], [-4.354, 1.589, 0.963], [-2.164, 1.940, 0.378]]
}